Version 1
Here is a 14-piece molecular cluster, C42H112O14 overall from the Open Molecules 2025 dataset. Energies are from ωB97M-V/def2-TZVPD.

HOMO energy (eV): -9.82
Frontier orbital gap (eV): 10.2
Spin multiplicity: 1

Last column: Mulliken charge in e.
Positions of all 168 atoms, in Å:
C1 21.70 14.32 15.25  -1.58
H1 15.25 15.65 8.87  0.08
H2 14.37 9.60 10.78  0.17
O1 11.97 9.32 10.84  -0.63
H3 21.98 15.18 14.62  0.33
C2 17.38 16.54 14.41  2.36
H4 10.19 10.81 13.57  0.39
H5 17.21 12.43 8.19  0.06
H6 12.48 8.79 8.89  0.35
H7 13.93 10.29 15.44  0.30
O2 16.32 16.17 6.61  -0.49
C3 20.70 13.48 14.45  0.97
C4 12.53 9.65 9.57  0.35
C5 11.10 15.34 8.81  0.18
H8 15.14 13.26 15.23  -0.92
H9 10.19 10.93 15.35  0.42
H10 12.58 13.91 9.58  0.43
C6 10.76 11.10 14.43  -1.36
H11 7.71 17.06 14.08  0.53
H12 11.36 15.35 7.72  0.41
C7 17.44 10.54 7.14  0.18
O3 12.82 10.72 13.09  -0.30
C8 14.81 13.65 12.04  2.66
H13 19.86 8.40 11.89  0.42
H14 13.99 18.53 10.81  0.10
H15 16.28 18.40 14.86  0.73
H16 22.03 12.59 12.92  0.45
H17 10.20 13.46 8.58  0.37
C9 15.96 13.06 15.97  0.20
H18 18.74 12.79 16.25  0.30
H19 20.38 12.78 12.40  0.23
H20 16.30 9.47 12.56  0.10
C10 13.94 10.10 9.92  -0.30
H21 12.16 11.01 7.94  0.42
H22 19.43 9.28 10.40  0.28
C11 12.97 18.59 12.77  2.15
H23 13.85 17.87 16.26  0.35
H24 12.31 17.57 17.10  0.43
C12 18.21 11.17 5.96  -1.11
O4 17.68 7.18 12.32  -0.60
H25 16.51 12.24 13.55  -0.10
H26 8.89 14.52 14.29  0.44
H27 13.19 11.89 15.30  -0.26
H28 11.89 15.02 10.69  -0.11
H29 8.28 15.80 12.13  0.36
C13 12.98 10.81 15.46  -0.97
H30 11.08 8.92 10.81  0.27
H31 18.85 11.06 16.05  0.37
O5 11.59 18.55 13.14  -0.71
C14 12.40 14.84 16.92  -1.67
H32 18.88 17.24 12.85  0.16
H33 18.87 14.19 6.83  0.01
H34 11.93 9.36 14.29  0.33
H35 12.39 17.85 10.86  0.14
C15 19.97 15.47 8.10  0.37
O6 14.19 15.81 18.02  -0.70
H36 18.74 13.52 14.19  -0.42
H37 14.32 11.87 12.71  -0.58
H38 20.54 13.68 7.10  0.45
H39 10.41 16.76 9.97  0.37
H40 19.45 15.74 10.16  0.10
H41 17.06 18.61 7.63  0.33
H42 19.59 7.58 10.42  0.38
H43 14.61 10.11 9.09  0.36
H44 14.62 14.87 13.87  -0.93
H45 15.87 15.75 5.88  0.25
O7 17.47 16.26 15.82  -0.71
H46 17.15 15.63 13.89  -1.00
H47 9.71 14.28 10.07  0.12
H48 16.00 17.73 13.26  0.18
C16 16.07 14.26 11.48  -1.11
C17 9.66 14.97 13.62  -0.22
C18 15.52 16.66 8.85  -0.47
H49 16.85 14.12 12.20  -0.27
H50 13.50 20.67 13.31  0.45
C19 17.46 11.38 8.43  -0.17
H51 13.84 19.48 14.54  0.20
C20 9.93 14.42 8.99  -1.33
H52 11.54 18.61 14.11  0.27
H53 13.36 17.59 13.05  -0.92
H54 16.44 10.99 15.59  0.02
H55 18.45 11.37 8.86  0.40
H56 16.78 11.09 9.23  -0.43
C21 11.76 10.75 8.94  -1.30
C22 18.69 17.20 13.95  -1.40
C23 17.77 8.36 11.45  0.92
O8 19.30 16.68 7.72  -0.60
H57 21.29 14.61 16.21  0.34
H58 12.61 19.66 10.92  0.37
H59 19.85 14.05 9.80  0.42
H60 21.41 14.20 12.59  0.35
C24 17.32 9.58 12.16  -0.58
H61 17.39 10.45 11.49  -0.21
H62 22.67 13.83 15.29  0.45
H63 17.12 8.23 10.58  0.15
C25 8.64 17.36 13.60  -1.57
H64 17.83 12.22 5.86  0.13
H65 9.06 14.75 8.39  0.35
H66 18.07 10.58 5.05  0.45
H67 13.85 11.14 10.23  -0.41
H68 16.47 14.05 15.98  -0.34
H69 14.12 13.55 11.21  -0.80
H70 20.21 15.06 6.04  0.41
H71 12.42 10.22 12.37  0.07
O9 19.40 14.17 14.52  0.31
C26 19.39 14.96 9.40  -0.21
H72 8.39 18.21 12.96  0.38
C27 13.52 15.75 16.80  2.66
H73 10.66 17.20 12.26  0.25
H74 19.50 16.63 14.41  0.25
C28 12.09 10.46 14.33  0.76
C29 12.25 14.94 9.65  0.23
H75 17.87 11.79 17.35  0.45
H76 15.07 16.23 17.99  0.39
H77 16.91 7.25 12.90  0.32
H78 9.32 17.63 14.40  0.20
H79 15.32 16.87 14.65  -0.28
H80 12.73 13.87 17.23  0.36
H81 11.68 15.27 17.60  0.45
H82 14.43 17.03 7.13  0.40
H83 10.01 14.16 12.94  0.08
C30 16.16 17.48 14.31  -1.08
H84 11.86 14.63 15.96  0.11
H85 15.47 19.22 7.82  0.34
H86 10.52 15.41 14.17  -0.35
H87 16.01 18.95 6.22  0.37
H88 14.80 17.28 9.42  -0.29
H89 17.85 9.61 7.42  0.40
H90 18.76 18.19 14.40  0.41
H91 12.44 17.09 15.46  -0.20
H92 15.59 12.88 16.97  0.74
H93 10.85 12.21 14.39  0.03
H94 14.79 19.46 13.03  0.35
H95 18.04 15.47 15.90  0.25
H96 13.31 13.77 13.60  -0.29
O10 10.83 16.73 9.11  -0.61
C31 14.02 14.45 13.07  0.57
H97 15.93 15.31 11.41  0.43
H98 13.11 15.60 9.53  -0.43
H99 12.48 10.79 16.40  0.56
C32 19.23 8.44 11.02  -1.54
H100 18.03 9.77 12.97  0.38
C33 9.09 16.11 12.80  0.25
C34 13.04 17.16 16.36  -0.95
O11 17.31 12.17 14.11  -0.02
C35 13.81 19.64 13.44  -1.36
H101 10.70 10.51 8.70  0.50
C36 21.14 13.25 13.01  -1.50
C37 16.90 11.98 15.46  1.13
H102 11.81 11.69 9.48  0.08
O12 15.15 12.33 12.55  0.50
C38 18.14 11.89 16.30  -1.76
H103 20.63 12.48 14.90  0.14
H104 20.99 15.81 8.22  0.32
O13 16.04 10.32 6.84  -0.52
H105 18.51 16.49 7.21  0.26
C39 16.06 18.51 7.23  -1.46
H106 16.51 16.81 9.23  0.79
H107 14.21 15.29 16.08  -1.06
O14 10.15 16.48 11.86  -0.43
H108 13.44 15.22 12.57  -0.29
C40 12.99 18.66 11.25  -0.98
C41 15.49 17.08 7.42  0.24
H109 19.32 11.17 6.16  0.28
H110 16.33 13.80 10.54  0.05
H111 16.03 9.64 6.18  0.33
C42 19.91 14.55 6.95  -1.20
H112 18.32 14.69 9.22  -0.35

Version 2
Here is a 14-piece molecular cluster, C42H112O14 overall from the Open Molecules 2025 dataset. Energies are from ωB97M-V/def2-TZVPD.

HOMO energy (eV): -9.70
Frontier orbital gap (eV): 9.9
Spin multiplicity: 1

Last column: Mulliken charge in e.
Positions of all 168 atoms, in Å:
O1 -2.24 4.44 5.40  -0.62
H1 6.06 -5.08 3.68  0.41
H2 -1.24 3.07 -5.83  0.25
H3 6.05 3.00 -3.20  0.35
H4 -5.14 -0.65 -2.30  0.33
H5 -2.27 4.73 -1.11  -0.15
C1 -3.12 -0.86 2.98  0.66
H6 1.02 0.81 4.84  0.03
C2 1.52 -0.89 -0.56  -1.35
C3 4.17 -3.43 2.32  -0.44
C4 3.63 3.89 0.37  -1.67
H7 0.29 -4.53 0.25  0.25
H8 -4.96 1.21 0.01  0.29
H9 -2.24 0.42 -4.72  0.62
C5 -0.84 3.88 0.32  -0.19
H10 2.87 5.08 1.97  0.26
H11 -3.25 6.28 0.44  0.50
H12 2.15 -1.19 0.28  0.05
H13 5.43 -2.92 -4.74  0.39
C6 2.51 3.05 2.51  -0.61
C7 5.25 -4.64 4.28  -1.38
H14 0.21 -0.94 1.84  -0.12
H15 -5.92 2.25 -1.88  0.49
O2 -0.99 5.01 -5.52  -0.60
H16 2.95 -3.50 -6.33  0.23
C8 -4.16 3.14 4.80  -1.32
H17 0.60 3.28 -4.21  -0.08
O3 4.43 -4.81 -4.58  -0.57
H18 4.14 4.73 -0.09  0.41
H19 -3.99 4.02 -0.08  0.28
H20 -2.49 -1.75 2.99  -0.15
H21 -3.41 -2.23 5.05  0.39
O4 5.59 2.22 -2.88  -0.58
C9 -2.79 3.58 4.39  0.91
H22 -1.46 -3.80 -0.74  0.22
H23 4.14 4.31 -3.19  0.33
H24 1.30 0.97 0.49  -1.15
H25 -4.57 2.46 4.05  0.14
H26 -1.00 0.63 -0.87  -0.92
H27 -5.83 -1.34 2.51  0.32
C10 -1.64 -5.71 -2.68  -1.53
O5 -3.18 3.65 0.27  -0.79
O6 4.65 4.27 2.46  -0.61
H28 -1.81 -4.25 2.37  -0.02
H29 -2.92 4.94 -4.05  0.34
O7 0.81 -4.49 3.40  -0.50
C11 4.46 2.14 -3.72  0.45
H30 -0.86 5.55 -4.74  0.37
H31 5.73 -4.60 5.26  0.35
O8 1.19 -1.94 4.46  -0.32
C12 -4.31 -0.89 3.93  0.60
H32 -4.83 1.72 -3.00  0.33
H33 4.54 1.66 -4.70  0.25
H34 1.74 2.70 1.82  -0.16
C13 3.54 -2.66 -3.68  -0.49
H35 -0.70 -0.25 -6.47  0.43
C14 -4.87 1.99 -1.95  -1.72
C15 0.74 -4.18 1.18  -0.33
H36 5.27 3.95 1.80  0.37
H37 -1.45 -6.20 -3.64  0.42
H38 -0.51 3.31 -0.56  -0.22
C16 -1.71 -0.14 -3.95  -1.16
H39 3.79 0.43 -2.63  0.13
H40 -5.66 -0.86 -0.53  0.32
H41 -1.84 0.41 -3.02  -0.20
H42 -3.17 3.31 -3.73  -0.27
C17 3.39 4.13 1.87  0.56
C18 4.81 -3.33 3.67  0.13
H43 1.50 -1.68 6.50  0.25
H44 -0.78 0.55 1.65  -0.27
H45 2.88 3.65 -4.26  0.14
H46 -3.98 -1.07 -1.06  -0.10
H47 -1.05 -0.74 5.17  -0.24
C19 -2.39 5.76 0.86  -1.52
H48 3.16 2.19 2.66  0.28
H49 -6.02 -2.11 4.13  0.43
H50 1.79 -4.44 1.11  0.17
C20 -1.77 2.47 4.06  0.38
H51 -4.38 2.95 -1.75  0.08
H52 -0.94 3.30 1.24  -0.37
C21 0.65 0.24 0.01  2.94
H53 -0.94 -2.42 -1.49  0.42
H54 4.63 -3.61 -6.82  0.35
H55 3.56 -1.57 -3.74  0.08
H56 0.63 -3.56 3.58  0.34
H57 -0.94 -0.95 0.68  0.27
H58 -0.16 4.72 0.45  0.57
H59 -0.57 2.69 -3.20  -0.54
C22 -2.80 3.97 -4.52  -0.75
H60 2.09 -2.09 4.15  0.23
H61 3.94 -1.97 -6.29  0.30
H62 2.00 0.51 6.44  0.48
H63 -2.86 4.36 3.62  -0.63
C23 -1.45 -4.18 -2.97  0.42
H64 5.65 -2.64 3.57  0.39
H65 -2.59 0.09 3.08  -0.74
H66 3.51 -5.08 -4.60  0.34
H67 -1.67 -5.69 3.23  0.38
C24 -5.33 -1.83 3.34  -1.53
C25 -0.39 3.55 -3.84  -0.27
C26 4.44 -3.36 -4.83  0.10
O9 -3.85 -1.38 5.16  -0.59
O10 -0.08 0.70 -1.14  1.85
C27 -1.57 -3.28 -1.69  -0.91
C28 -0.44 -1.11 5.99  -0.94
O11 -0.07 -4.04 -3.41  -0.57
C29 -1.41 3.77 -5.01  0.38
C30 -1.29 -5.21 2.33  -1.23
C31 1.07 -1.16 5.64  0.69
H68 0.60 -6.12 2.19  0.31
H69 -0.91 -2.07 6.19  0.36
H70 -0.59 -0.41 6.81  0.44
C32 -0.19 -0.91 -5.76  -1.99
H71 -2.89 1.92 -0.44  -0.45
H72 -1.60 6.48 0.69  0.45
H73 0.49 -0.77 -2.63  -0.77
C33 -4.49 0.98 -0.94  0.74
H74 4.13 2.94 0.16  0.54
C34 -2.15 4.52 -0.05  1.02
C35 1.70 0.19 5.44  -1.19
H75 -2.82 5.17 5.65  0.35
H76 -2.67 -5.89 -2.38  0.37
H77 -4.81 0.06 4.11  0.11
H78 -0.92 -6.02 -1.93  0.31
H79 2.18 3.44 3.47  0.34
H80 -2.17 2.14 3.10  -0.53
H81 2.61 1.04 -3.69  0.18
H82 3.29 -4.06 2.42  -0.16
H83 3.05 1.98 -2.15  -0.04
H84 -3.44 -0.81 1.94  0.07
H85 -3.58 3.81 -5.27  0.37
H86 -2.45 5.63 1.94  0.11
C36 3.92 3.56 -3.94  -1.35
O12 0.41 -1.17 -3.50  1.03
H87 0.58 -3.12 1.33  -0.21
H88 4.89 -3.76 1.57  0.57
H89 -0.32 4.50 -3.32  0.64
H90 -1.73 1.59 4.69  0.25
H91 -0.59 -1.92 -5.78  0.36
H92 -2.28 -1.06 -4.02  0.29
H93 -1.71 -5.83 1.53  0.43
H94 2.23 -0.60 -1.35  -0.31
C37 0.26 -5.08 2.27  0.48
H95 4.44 -5.36 4.30  0.30
H96 2.58 0.18 4.80  0.34
H97 4.42 3.96 -4.82  0.51
C38 3.94 -3.06 -6.19  -1.10
H98 3.82 -2.42 2.18  0.02
H99 3.79 -2.95 -2.66  0.42
H100 -4.83 -2.76 3.04  0.27
H101 2.78 3.82 -0.29  0.32
H102 -1.98 -3.81 -3.86  0.40
H103 3.02 -3.52 4.65  0.36
H104 -0.73 2.77 3.91  0.21
H105 0.86 -1.01 -6.05  0.40
H106 0.30 0.59 -4.47  -0.41
H107 -0.08 -3.12 -3.69  -0.12
H108 2.47 -2.84 -3.69  -0.03
C39 -0.26 -0.34 -4.37  1.44
C40 -0.25 -0.24 1.13  -0.63
H109 -4.23 2.58 5.73  0.35
C41 3.38 1.36 -2.99  -0.39
H110 -4.95 3.89 4.69  0.48
O13 3.68 -2.84 4.49  -0.69
O14 -3.08 1.08 -0.86  0.76
H111 -2.60 -2.93 -1.61  0.23
H112 1.00 -1.78 -0.89  0.29
C42 -4.91 -0.52 -1.25  -0.90

Which structure is the least stable? The one labeled version 2.

Version 1
Here is one molecule with the formula C10H14Si from the Open Molecules 2025 dataset. Energies are from ωB97M-V/def2-TZVPD.

HOMO energy (alpha / beta) (eV): -8.16 / -6.86
Frontier orbital gap (alpha / beta) (eV): 8.0 / 7.1
Spin multiplicity: 1

Last column: Mulliken charge in e.
Positions of all 25 atoms, in Å:
H1 -2.29 -2.79 -0.65  0.54
C1 -3.02 -0.91 0.03  -0.36
H2 -4.09 -1.33 0.02  0.26
H3 -1.20 2.69 1.23  0.48
H4 1.94 -0.39 -2.37  0.30
C2 -0.23 -0.34 0.03  0.22
H5 2.23 -1.92 -1.65  0.43
H6 0.22 2.04 1.05  0.19
C3 -2.54 0.34 0.39  -0.66
C4 -0.50 2.67 -0.82  -0.92
H7 1.57 -0.45 2.52  0.26
C5 -0.75 -1.57 -0.32  0.02
H8 -3.06 1.22 0.71  0.46
H9 0.56 2.93 -1.15  0.27
C6 2.48 -0.48 1.74  -0.90
H10 3.37 0.19 1.93  0.29
H11 3.52 -0.93 -1.50  0.31
H12 2.84 -1.59 1.78  0.31
C7 -1.18 0.61 0.29  0.97
H13 0.03 -2.42 -0.62  0.03
C8 2.43 -0.91 -1.60  -1.11
C9 -0.70 2.05 0.47  -0.79
H14 -1.27 3.25 -1.14  0.42
Si1 1.70 -0.08 0.02  -0.12
C10 -2.07 -1.86 -0.40  -0.89

Version 2
Here is one molecule with the formula C10H14Si from the Open Molecules 2025 dataset. Energies are from ωB97M-V/def2-TZVPD.

HOMO energy (eV): -7.58
Frontier orbital gap (eV): 7.8
SMILES: C=C[Si](C=C)=CCC=C=CC
Spin multiplicity: 1

Last column: Mulliken charge in e.
Positions of all 25 atoms, in Å:
H1 2.53 1.27 2.07  0.32
H2 -3.48 0.97 0.79  0.32
C1 0.08 -3.26 -0.95  -0.74
H3 0.58 -3.02 -1.84  0.20
H4 -0.25 -4.24 -0.68  0.29
C2 -1.34 1.77 1.31  -0.25
H5 -0.81 -2.39 0.72  0.32
H6 0.40 1.31 -4.06  0.25
H7 2.29 -0.52 2.10  0.33
C3 0.47 0.95 -3.00  -0.77
H8 -2.13 0.88 -0.49  0.36
H9 -2.24 -0.18 0.60  0.31
C4 -0.07 -2.22 -0.11  -0.14
H10 0.88 1.70 -2.48  0.23
H11 -0.06 -1.10 -2.98  0.25
H12 1.83 1.64 -0.05  0.23
C5 1.87 0.43 1.82  -0.65
C6 0.50 0.67 2.64  -0.56
Si1 0.61 -0.43 -0.64  0.40
H13 -1.22 2.82 1.05  0.28
C7 1.69 0.57 0.35  -0.51
C8 -0.43 1.24 2.01  0.28
H14 0.45 0.46 3.71  0.41
C9 0.22 -0.21 -2.43  -0.04
C10 -2.36 0.89 0.52  -1.10

Which structure is the least stable? The one labeled version 2.

Version 1
Here is one molecule with the formula H2NOP from the Open Molecules 2025 dataset. Energies are from ωB97M-V/def2-TZVPD.

HOMO energy (eV): -9.81
Frontier orbital gap (eV): 9.1
SMILES: NP=O
Spin multiplicity: 1

Last column: Mulliken charge in e.
Positions of all 5 atoms, in Å:
O1 -1.53 -1.10 -0.48  -0.37
H1 1.09 1.07 0.17  0.24
P1 -1.11 0.29 -0.49  0.53
H2 0.92 -0.62 0.23  0.28
N1 0.64 0.36 0.57  -0.68

Version 2
Here is one molecule with the formula H2NOP from the Open Molecules 2025 dataset. Energies are from ωB97M-V/def2-TZVPD.

HOMO energy (eV): -9.96
Frontier orbital gap (eV): 9.8
SMILES: NP=O
Spin multiplicity: 1

Last column: Mulliken charge in e.
Positions of all 5 atoms, in Å:
O1 -1.74 0.73 -0.13  -0.56
H1 0.75 0.67 -0.37  0.25
H2 1.43 -0.59 0.17  0.24
P1 -0.98 -0.67 0.26  0.39
N1 0.54 -0.14 0.07  -0.32

Which structure is the least stable? The one labeled version 1.